# C70H61N7OP3SSiTi

A molecular structure, C70H61N7OP3SSiTi at a distorted geometry (ωB97M-V/def2-TZVPD, the OMol25 dataset).

Geometry (Å):
Ti  0.219390  1.114969  -0.339966
C  -1.643533  -3.395609  -5.326524
C  -2.312466  -2.861088  -4.235284
C  -1.800378  -1.746428  -3.581667
C  -0.623532  -1.140711  -4.020731
C  0.044597  -1.689619  -5.113762
C  -0.462671  -2.808954  -5.760526
P  -0.013445  0.368227  -3.173517
C  -0.967725  1.696431  -4.017384
C  -0.404132  2.929779  -4.342494
C  -1.167934  3.931957  -4.927693
C  -2.515624  3.722494  -5.180303
C  -3.093000  2.503467  -4.848181
C  -2.325412  1.499248  -4.274971
C  1.684347  0.583644  -3.821358
C  1.989347  1.018598  -5.114822
C  3.310869  1.155952  -5.508781
C  4.335159  0.852077  -4.618072
C  4.036429  0.395274  -3.340150
C  2.707916  0.250980  -2.927298
Si  2.153397  -0.362285  -1.245373
C  3.694442  -0.388729  -0.155040
C  4.731901  -1.297009  -0.439374
C  5.932120  -1.259766  0.249024
C  6.134205  -0.300533  1.239463
C  5.120966  0.585214  1.549773
C  3.891808  0.525155  0.877394
P  2.531415  1.647493  1.349692
C  2.379492  1.365180  3.167385
C  3.148867  0.421904  3.845567
C  3.082595  0.311035  5.229327
C  2.213429  1.100565  5.964626
C  1.394715  2.002396  5.301115
C  1.483171  2.131678  3.922386
C  3.383151  3.285314  1.248974
C  4.344613  3.492958  0.253126
C  4.947747  4.731695  0.094085
C  4.598303  5.794865  0.922062
C  3.654857  5.601505  1.916391
C  3.051419  4.356177  2.077384
C  1.745556  -2.167673  -1.427218
C  2.325324  -2.985391  -2.407305
C  2.185975  -4.361324  -2.350775
C  1.474485  -4.945805  -1.304378
C  0.870010  -4.152359  -0.346464
C  0.989385  -2.761704  -0.413802
P  0.054871  -1.684099  0.741083
C  0.813155  -2.048732  2.380864
C  1.989186  -2.795356  2.478720
C  2.462138  -3.219041  3.716943
C  1.770930  -2.900852  4.874843
C  0.636650  -2.101579  4.798745
C  0.175875  -1.664176  3.565289
C  -1.511843  -2.666684  0.812800
C  -2.090839  -3.000762  -0.415255
C  -3.214212  -3.804239  -0.478382
C  -3.791768  -4.290353  0.690485
C  -3.229699  -3.966834  1.911344
C  -2.095253  -3.155809  1.975443
H  -2.037061  -4.266989  -5.835786
H  -3.234765  -3.311918  -3.886827
H  -2.332254  -1.331092  -2.737732
H  0.977840  -1.264575  -5.459250
H  0.070300  -3.223199  -6.607900
H  0.644533  3.120222  -4.144967
H  -0.706550  4.878656  -5.184132
H  -3.112690  4.502222  -5.637159
H  -4.144499  2.327559  -5.043531
H  -2.794717  0.555072  -4.030394
H  1.196454  1.262691  -5.811812
H  3.542160  1.502920  -6.509390
H  5.367843  0.966317  -4.925130
H  4.844358  0.153640  -2.657321
H  4.595744  -2.040648  -1.219592
H  6.717391  -1.967753  0.011268
H  7.077218  -0.252347  1.770878
H  5.278822  1.326409  2.325603
H  3.823660  -0.227936  3.306067
H  3.714651  -0.410957  5.730496
H  2.166833  1.008631  7.043268
H  0.698462  2.622319  5.856106
H  0.847093  2.855359  3.445353
H  4.630768  2.676067  -0.398602
H  5.699984  4.865456  -0.674702
H  5.071377  6.761800  0.799038
H  3.390805  6.414589  2.583047
H  2.344610  4.229643  2.883127
H  2.888596  -2.534318  -3.221249
H  2.629193  -4.985188  -3.118030
H  1.375124  -6.022544  -1.250074
H  0.281632  -4.612310  0.438930
H  2.525542  -3.084993  1.584618
H  3.363288  -3.819628  3.766786
H  2.124380  -3.256220  5.837003
H  0.103503  -1.819019  5.700030
H  -0.726295  -1.059822  3.543558
H  -1.629205  -2.664513  -1.332086
H  -3.637906  -4.061174  -1.442671
H  -4.674819  -4.916770  0.646470
H  -3.665863  -4.345389  2.827248
H  -1.668238  -2.946728  2.945370
C  0.500475  5.222575  -1.651154
C  -0.167087  3.895670  -1.447003
N  -1.449677  3.934913  -1.370707
N  -2.142867  2.746880  -1.212708
C  -1.697423  1.539363  -0.937372
S  -2.718606  0.222843  -0.763027
N  0.610526  2.756746  -1.291859
N  2.020373  2.884160  -1.429965
H  -0.271131  5.973182  -1.789004
H  1.150928  5.209777  -2.528744
H  1.113587  5.501581  -0.786497
H  -3.136378  2.876988  -1.351147
H  2.321720  3.814428  -1.170135
H  2.294648  2.702582  -2.390553
C  -7.599099  -4.748183  0.866379
C  -6.683062  -3.642194  1.328638
C  -6.271213  -2.635968  0.458480
C  -5.455795  -1.601400  0.886136
C  -5.011287  -1.554410  2.204297
N  -4.133567  -0.487001  2.568330
C  -3.960217  -0.036608  3.840926
O  -4.444777  -0.530579  4.835877
N  -3.139239  1.099279  4.014176
C  -2.341860  1.834459  3.137804
C  -2.241752  3.212875  3.266004
C  -1.328473  3.898469  2.493321
C  -0.538835  3.197842  1.607781
N  -0.655912  1.873822  1.432832
C  -1.549048  1.214079  2.181546
C  -5.406531  -2.547645  3.090293
C  -6.236559  -3.570649  2.641725
H  -7.299694  -5.128637  -0.111481
H  -8.627981  -4.393873  0.775928
H  -7.599770  -5.581722  1.568748
H  -6.602028  -2.654084  -0.576304
H  -5.155809  -0.828367  0.187382
H  -3.805286  0.079174  1.797974
H  -3.299364  1.498499  4.924634
H  -2.864110  3.732361  3.988281
H  -1.212921  4.971043  2.576432
H  0.231319  3.702651  1.048009
H  -1.638928  0.153259  2.009159
H  -5.076895  -2.525186  4.116739
H  -6.538434  -4.339260  3.346416

Forces on the atoms, in the same order (eV/Å):
0.6299 -1.6496 -0.8669
0.0171 0.0095 0.0030
0.0590 0.0398 0.0293
-0.0780 0.0024 -0.1697
0.0503 -0.0686 0.0782
0.0771 -0.1022 0.0024
0.0101 0.0206 0.0233
-0.0182 0.3007 0.1072
-0.1021 -0.1128 0.0205
0.0087 0.0439 0.0255
0.0271 -0.0678 0.0340
-0.0055 -0.0245 0.0111
0.0325 0.0023 0.0090
-0.0195 0.0120 -0.0525
0.0170 -0.0085 -0.1448
-0.0662 0.0161 0.0511
0.0259 0.0014 0.0097
-0.0189 -0.0370 0.0529
-0.0594 0.0302 -0.0887
0.1833 0.0723 -0.2170
0.0566 0.3952 0.2448
0.2464 -0.1549 0.0715
-0.0489 0.1005 0.0430
-0.0538 0.0003 -0.0125
0.0091 -0.0007 -0.0121
0.0257 0.0563 -0.0962
0.1108 0.0928 0.0247
0.1036 -0.3369 -0.0511
-0.0895 0.1035 0.0569
0.0643 -0.0349 0.1046
-0.0472 -0.0860 -0.0560
-0.0169 -0.0154 0.0058
0.0389 -0.0025 -0.0423
0.0645 -0.1184 0.0550
-0.1085 0.1113 0.0408
0.0733 0.0055 0.0962
-0.0296 -0.0093 0.0303
0.0370 -0.0233 -0.0492
-0.0418 -0.0578 0.0224
0.0481 -0.0050 -0.0523
-0.0612 -0.3528 0.0011
-0.0427 0.0869 0.0694
-0.0599 -0.0433 0.0268
0.0538 -0.0007 -0.0566
-0.0627 0.0406 -0.0527
-0.0648 -0.0278 -0.0895
0.0622 -0.1963 0.2711
0.1385 -0.0788 -0.0451
-0.0582 -0.0270 0.0429
-0.0098 0.0489 -0.0871
0.0106 0.0903 0.0721
0.0560 0.0709 -0.0274
-0.0788 0.0492 0.0367
0.0224 0.0783 0.0928
-0.0044 -0.0408 -0.0119
0.0995 -0.0159 0.0520
0.2332 -0.2567 -0.0817
0.3327 -0.1597 -0.0441
-0.0275 -0.0849 -0.0406
0.0123 0.0374 0.0198
0.0408 0.0322 -0.0167
-0.0038 0.0131 -0.0023
-0.0461 0.0077 -0.0021
-0.0171 0.0168 0.0318
-0.0014 -0.0274 -0.0267
-0.0151 -0.0427 0.0160
0.0246 -0.0287 0.0208
0.0553 0.0069 0.0116
0.0104 0.0177 -0.0101
-0.0150 -0.0061 0.0217
-0.0098 -0.0201 0.0615
-0.0218 -0.0007 0.0136
-0.0386 0.0246 -0.0341
-0.0139 0.0451 0.0524
-0.0289 0.0245 0.0064
-0.0374 -0.0009 -0.0285
-0.0065 -0.0057 -0.0418
-0.0974 -0.0044 0.0780
-0.0173 -0.0101 -0.0083
0.0087 -0.0008 -0.0510
0.0417 -0.0426 -0.0482
-0.0681 0.0775 -0.0631
-0.0300 0.0146 0.0065
-0.0389 -0.0066 0.0349
-0.0174 -0.0531 0.0004
0.0062 -0.0543 -0.0408
-0.0617 -0.0150 0.0319
-0.0399 -0.0310 0.0772
-0.0113 0.0174 0.0291
0.0048 0.0147 -0.0081
0.0056 0.0128 -0.0005
-0.0031 0.0066 -0.0183
-0.0440 0.0328 -0.0076
-0.0386 0.0264 -0.0761
0.0362 -0.0230 -0.0671
0.0984 -0.0165 -0.0257
0.0269 -0.0085 0.0295
0.0207 0.0090 0.0226
0.2468 -0.0154 -0.0265
0.1830 -0.0403 -0.1272
-0.0141 -0.0343 -0.0210
0.0820 0.0194 -0.0425
0.3481 -0.3303 -0.0699
-0.2077 -0.3046 0.0450
-0.0398 0.0294 -0.1303
-0.2333 0.7334 -0.4373
0.2023 0.1385 0.2790
-0.3332 0.9011 0.2289
-0.2082 -0.0654 -0.1588
0.0053 0.0162 0.0076
-0.0322 0.0117 0.0130
-0.0092 -0.0009 -0.0264
-0.0852 0.0761 -0.0209
0.1312 0.0057 0.0920
-0.0174 -0.0156 -0.0923
0.0856 0.0595 0.0388
-0.2173 0.1335 0.1400
-0.1265 0.1815 -0.0011
-0.0853 0.0231 -0.0010
0.0017 0.2715 0.0225
-0.1504 -0.1341 0.0030
0.2054 0.0062 0.0872
-0.0408 0.0765 -0.0270
-0.1676 0.0124 -0.2355
-0.1040 -0.2949 0.1753
-0.1374 0.1973 0.2487
0.0560 0.1000 -0.0129
-0.0294 0.0908 0.0689
-0.6815 0.4049 0.7988
0.2411 -0.0563 -0.1535
-0.3090 0.0452 -0.0234
-0.1683 0.1187 0.1055
0.0048 0.0029 -0.0132
0.0235 0.0170 -0.0023
0.0134 0.0187 -0.0007
0.0422 0.0030 0.0650
0.0009 -0.0142 0.0212
-0.0346 -0.0019 -0.0553
0.0130 0.0139 0.0582
0.0381 -0.0322 -0.0815
-0.0097 -0.0400 0.0095
0.0295 0.0227 -0.1270
0.0643 -0.0895 -0.0240
-0.0136 -0.0136 -0.0321
0.0164 0.0322 -0.0234

Values from the calculation:
- E (hartree) = -5723.7375
- total charge = +1

Atom charges from the Mulliken analysis, given in e for atoms 1 to 99: number 1, Ti, carries -1.248; number 2, C, carries -0.855; number 3, C, carries -0.929; number 4, C, carries -0.265; number 5, C, carries 0.896; number 6, C, carries -0.594; number 7, C, carries -0.874; number 8, P, carries 1.714; number 9, C, carries 0.861; number 10, C, carries -0.422; number 11, C, carries -0.770; number 12, C, carries -0.802; number 13, C, carries -0.750; number 14, C, carries -0.439; number 15, C, carries -1.007; number 16, C, carries 0.064; number 17, C, carries -0.935; number 18, C, carries -1.108; number 19, C, carries -0.254; number 20, C, carries 0.122; number 21, Si, carries 0.282; number 22, C, carries -0.121; number 23, C, carries -0.008; number 24, C, carries -0.889; number 25, C, carries -1.022; number 26, C, carries -0.266; number 27, C, carries -0.724; number 28, P, carries 3.188; number 29, C, carries 1.387; number 30, C, carries -0.632; number 31, C, carries -0.885; number 32, C, carries -0.967; number 33, C, carries -1.046; number 34, C, carries -0.116; number 35, C, carries 0.371; number 36, C, carries -0.614; number 37, C, carries -0.534; number 38, C, carries -0.810; number 39, C, carries -0.855; number 40, C, carries -0.589; number 41, C, carries 0.827; number 42, C, carries 0.281; number 43, C, carries -0.934; number 44, C, carries -1.002; number 45, C, carries -0.169; number 46, C, carries -0.855; number 47, P, carries 2.458; number 48, C, carries 0.582; number 49, C, carries -0.887; number 50, C, carries -0.723; number 51, C, carries -1.009; number 52, C, carries -0.819; number 53, C, carries 0.194; number 54, C, carries 0.385; number 55, C, carries 0.572; number 56, C, carries -0.817; number 57, C, carries -1.037; number 58, C, carries -1.287; number 59, C, carries -0.438; number 60, H, carries 0.427; number 61, H, carries 0.422; number 62, H, carries 0.389; number 63, H, carries 0.372; number 64, H, carries 0.457; number 65, H, carries 0.346; number 66, H, carries 0.455; number 67, H, carries 0.410; number 68, H, carries 0.480; number 69, H, carries 0.229; number 70, H, carries 0.601; number 71, H, carries 0.436; number 72, H, carries 0.468; number 73, H, carries 0.530; number 74, H, carries 0.497; number 75, H, carries 0.487; number 76, H, carries 0.423; number 77, H, carries 0.672; number 78, H, carries 0.395; number 79, H, carries 0.490; number 80, H, carries 0.408; number 81, H, carries 0.491; number 82, H, carries -0.316; number 83, H, carries 0.311; number 84, H, carries 0.454; number 85, H, carries 0.416; number 86, H, carries 0.463; number 87, H, carries 0.338; number 88, H, carries 0.491; number 89, H, carries 0.488; number 90, H, carries 0.439; number 91, H, carries 0.592; number 92, H, carries 0.278; number 93, H, carries 0.464; number 94, H, carries 0.409; number 95, H, carries 0.527; number 96, H, carries -0.033; number 97, H, carries -0.039; number 98, H, carries 0.386; number 99, H, carries 0.637